(1)
Below is the molecule C4H6N2O2 in a non-equilibrium geometry, with properties calculated with wB97M-V/def2-TZVPD.

Structure (XYZ):
```
14
C4H6N2O2 wB97M-V/def2-TZVPD
H -2.80766 1.64165 -0.14390
N -2.61651 0.57698 -0.11293
C -1.20754 0.47949 -0.06469
N -0.84036 -0.81309 0.60052
O 0.08488 -1.26122 -0.55241
C 1.36282 -0.91579 -0.17045
C 1.18932 0.48679 0.45488
O 1.29617 1.85397 -0.01423
C 0.19362 1.13930 -0.46277
H -1.69082 -1.25177 0.36555
H 2.12784 -1.01164 -1.03958
H 1.70057 -1.55588 0.77890
H 1.00617 0.31868 1.68950
H 0.20150 0.31250 -1.32838
```

- LUMO (Ha) = 0.0125
- frontier orbital gap (Eh) = 0.380
- SMILES string = [H]/N=C1/NOC[C@H]2O[C@H]12
- ΔE to the lowest compared entry with this formula, charge and spin (kcal per mole) = 223.4
- E_HOMO (eV) = -10.00
- spin multiplicity = 1

(2)
Below is a cluster of 2 separate species, C5H10O2 in total, with properties calculated with wB97M-V/def2-TZVPD.

Structure (XYZ):
```
17
C5H10O2 wB97M-V/def2-TZVPD
C -1.98230 0.38386 0.97671
C -0.87966 -0.58483 1.29378
C 0.41292 -0.29293 1.43353
O 1.01250 0.91932 1.25333
H -2.40467 0.20500 -0.01717
H -1.64574 1.42690 0.99077
H -2.78733 0.29590 1.71481
H -1.15616 -1.62831 1.42109
H 1.15045 -1.04513 1.70100
H 0.36390 1.52475 0.86680
C 1.39690 -0.76049 -1.54700
C 0.76974 0.57882 -1.80040
O -0.35850 0.89313 -1.49706
H 1.75033 -1.18302 -2.49381
H 0.68866 -1.43377 -1.06240
H 2.27152 -0.61748 -0.90044
H 1.42685 1.31415 -2.31050
```

- LUMO (Ha) = 0.0351
- frontier orbital gap (Eh) = 0.351
- SMILES string = C/C=C\O.CC=O
- ΔE to the lowest compared entry with this formula, charge and spin (kcal per mole) = 47.3
- E_HOMO (eV) = -8.59
- spin multiplicity = 1

(3)
Below is a cluster of 12 separate species, C18H61BF4NO17P2 in total, with properties calculated with wB97M-V/def2-TZVPD.

Structure (XYZ):
```
104
C18H61BF4NO17P2 wB97M-V/def2-TZVPD
N -5.12260 -1.46771 0.41319
C -3.73878 -1.95758 0.69340
C -2.73541 -1.22179 -0.15628
P -0.96855 -1.33516 0.49671
P -0.27419 0.07471 -1.21502
O -0.26516 1.62267 -0.59330
O 1.36990 -0.17777 -1.14944
C -0.55286 -2.94430 -0.55119
F -1.67241 -3.73418 -0.69433
F -0.14004 -2.66134 -1.84581
C 0.53223 -3.87161 0.00273
F 0.58670 -5.00977 -0.79023
F 0.22109 -4.30635 1.24657
O -1.24391 0.04242 1.53229
C -0.26284 0.21015 2.52546
C 0.65255 -1.01363 2.47888
C 2.03157 -0.71871 3.06094
B 2.22240 -1.02885 4.57428
O 1.19809 -1.32510 5.42604
O 3.50122 -0.97561 5.14572
O 0.70371 -1.39749 1.14075
H -5.08155 -0.46111 0.56281
H -5.68332 -1.81008 1.19168
H -3.49388 -1.79908 1.74834
H -3.71102 -3.03295 0.52740
H -2.82048 -1.47991 -1.20929
H -2.98236 -0.15893 -0.08663
H -1.34758 -2.24734 1.53970
H 0.55494 1.73270 -0.09423
H 1.57515 -0.73730 -0.38217
H 1.52597 -3.43820 -0.03461
H -0.69760 0.30900 3.52385
H 0.30254 1.11403 2.25968
H 0.14773 -1.76623 3.09949
H 2.22745 0.34526 2.94016
H 2.77865 -1.26718 2.48841
H 1.55539 -1.47835 6.30915
H 4.12896 -1.34905 4.51928
C -4.52332 -2.14653 -4.24027
O -4.49696 -1.32360 -3.09005
H -3.51771 -2.14379 -4.65626
H -4.79367 -3.17879 -3.99496
H -5.21713 -1.76941 -5.00061
H -5.36577 -1.31805 -2.67724
C 3.70807 -4.88014 1.65105
O 3.99817 -3.70226 2.39991
H 2.76225 -4.73227 1.13900
H 4.48604 -5.06217 0.90455
H 3.61935 -5.74756 2.30992
H 4.84149 -3.84194 2.83955
C 0.90389 -4.00591 -5.26967
O -0.50401 -3.83450 -5.15592
H 1.16491 -4.01221 -6.32614
H 1.43330 -3.18428 -4.78103
H 1.21450 -4.95271 -4.81871
H -0.70890 -3.82205 -4.21355
C -1.02469 -0.98292 -7.76564
O -0.41179 -2.09227 -8.41499
H -0.54038 -0.07549 -8.11911
H -2.08991 -0.92974 -8.00843
H -0.90613 -1.04619 -6.68176
H -0.84594 -2.88295 -8.07985
C 5.20153 1.65166 2.15666
O 3.89734 1.74484 2.71359
H 5.07964 1.68651 1.07843
H 5.81387 2.49787 2.47219
H 5.71291 0.72336 2.43603
H 3.99262 1.72062 3.67254
C 5.61912 4.73564 5.50362
O 5.32891 3.71739 4.56378
H 6.44929 4.38541 6.11463
H 5.91696 5.66695 5.01224
H 4.76496 4.93772 6.15627
H 4.59135 4.02172 4.02107
C 3.39376 4.19825 -0.18816
O 4.78992 3.94346 -0.03722
H 2.92827 3.93923 0.76200
H 3.19660 5.24729 -0.42124
H 2.95345 3.57817 -0.96697
H 5.23585 4.14793 -0.86335
C 1.45137 5.19234 3.01609
O 2.81604 4.86740 3.24844
H 0.93067 5.07037 3.96245
H 1.33722 6.22648 2.68033
H 1.00042 4.51984 2.28302
H 3.30229 4.96432 2.42275
C -5.12684 2.62692 1.28282
O -5.11848 1.60786 0.29572
H -4.66834 2.20548 2.17418
H -4.53913 3.49314 0.96831
H -6.14496 2.94912 1.52403
H -5.49761 1.95436 -0.51666
C 1.31252 3.59991 -3.54040
O 1.84981 4.76911 -2.91794
H 1.33916 2.79928 -2.80519
H 0.27570 3.75130 -3.84747
H 1.90607 3.30046 -4.40805
H 1.82421 5.48703 -3.55570
C -8.70357 -1.81228 -1.41813
O -8.53925 -0.59690 -0.70321
H -9.50800 -1.67952 -2.13909
H -7.78980 -2.07329 -1.95885
H -8.96690 -2.63365 -0.74570
H -7.81630 -0.74363 -0.08204
```

- LUMO (Ha) = 0.0812
- frontier orbital gap (Eh) = 0.212
- E_HOMO (eV) = -3.57
- charge = -1
- spin multiplicity = 1

(4)
Below is a cluster of 2 separate species, C8H11NO2S2 in total in a non-equilibrium geometry, with properties calculated with wB97M-V/def2-TZVPD.

Structure (XYZ):
```
24
C8H11NO2S2 wB97M-V/def2-TZVPD
C -4.97184 0.79541 0.00701
C -3.65438 0.87750 0.57208
C -5.06119 -0.35816 -0.67623
C -2.76773 -0.14076 0.33583
C 4.00029 0.99720 -0.15827
C 3.97869 0.14159 -1.43640
C 3.19858 -0.23550 -0.26150
C 2.28614 -1.08266 0.25355
N 1.66030 -1.02092 1.48117
O -0.38032 0.25142 -0.70301
O -0.73468 0.29806 1.76707
S -3.62985 -1.35086 -0.57867
S -1.07309 -0.54461 0.60134
H -5.55671 1.67588 -0.04595
H -3.44966 1.73540 1.31056
H -5.89877 -0.61064 -1.25677
H 4.84267 0.80368 0.42276
H 3.61656 1.98079 -0.18597
H 3.35838 0.60580 -2.25824
H 4.68785 -0.62639 -1.61204
H 0.26290 -0.26517 -1.20578
H 2.07295 -1.92888 -0.41065
H 1.73495 -1.84488 2.08406
H 1.47796 -0.15332 1.95404
```

- LUMO (Ha) = 0.0175
- frontier orbital gap (Eh) = 0.313
- ΔE to the lowest compared entry with this formula, charge and spin (kcal per mole) = 77.5
- E_HOMO (eV) = -8.05
- spin multiplicity = 1